# C23H41ClN5O5P

A 3-piece molecular cluster, C23H41ClN5O5P overall at a distorted geometry (ωB97M-V/def2-TZVPD, the OMol25 dataset).

```
76
C23H41ClN5O5P ωB97M-V/def2-TZVPD
H 4.29533 7.22657 1.64106
N 3.69067 6.38834 1.78790
C 2.61209 6.39600 0.90396
C 2.45122 7.63251 -0.16660
C 1.57077 5.08959 0.97810
C 2.39883 3.85664 0.20894
C 3.30619 2.80684 1.09335
C 4.11232 1.63122 0.25444
C 3.97660 1.55208 -1.39738
P 4.96166 0.09886 -2.24019
O 3.82211 -0.57317 -3.41962
Cl 6.64582 0.97636 -3.20231
C 3.06519 2.63302 -2.28310
N 3.07525 2.45547 -3.77478
C 2.16712 3.48504 -4.38750
C 1.30795 4.61606 -3.59324
N 1.36534 4.78737 -2.10188
C 2.25905 3.77197 -1.44815
H 1.39537 8.13723 -0.11604
H 3.27596 8.47458 -0.03185
H 2.61802 7.17788 -1.24795
H 1.26799 4.81310 2.08069
H 0.54668 5.32252 0.41021
H 3.33566 2.91479 2.27056
H 4.74798 0.83229 0.83171
H 4.37223 -1.09713 -4.09231
H 2.06738 3.46995 -5.57582
H 0.60073 5.34936 -4.20071
C -3.11894 1.02954 4.18771
O -3.44665 0.13407 3.13334
C -4.21383 0.75295 2.09297
C -3.38466 0.83438 0.79904
N -2.29961 1.81386 0.92529
C -1.33172 1.75950 -0.17561
C -0.49246 0.47264 -0.31333
O 0.42299 0.26255 0.76376
C -0.13280 -0.41005 1.88579
H -2.65251 0.45406 4.99075
H -2.40264 1.78129 3.84778
H -4.01650 1.51493 4.58389
H -4.59654 1.73660 2.38718
H -5.07651 0.10326 1.91140
H -4.04063 1.12676 -0.03007
H -2.99077 -0.16442 0.59179
H -1.80214 1.64504 1.79555
H -0.64031 2.59652 -0.02131
H -1.85264 1.95357 -1.12047
H 0.12768 0.58798 -1.20972
H -1.10721 -0.41647 -0.48807
H -0.92009 -1.11551 1.60517
H -0.50780 0.31487 2.60695
H 0.66943 -0.96881 2.37636
C -3.25445 -7.42498 -0.19426
O -1.99518 -7.28191 0.44972
C -0.88792 -7.49340 -0.43526
C -0.11928 -6.17712 -0.64740
N -0.90172 -5.22937 -1.44878
C -0.33247 -3.87774 -1.47670
C -0.29029 -3.10305 -0.14350
O -1.58082 -2.76229 0.36712
C -2.18694 -3.77550 1.15849
H -4.03470 -7.37754 0.56900
H -3.42135 -6.60975 -0.90229
H -3.32657 -8.39011 -0.70565
H -1.19616 -7.93653 -1.38879
H -0.22222 -8.20725 0.06128
H 0.82530 -6.39175 -1.16207
H 0.11099 -5.76271 0.33797
H -1.84186 -5.17133 -1.06655
H -0.94187 -3.29988 -2.18181
H 0.67778 -3.92320 -1.89989
H 0.21009 -2.14836 -0.34243
H 0.31576 -3.60470 0.61809
H -1.45410 -4.37977 1.70076
H -2.81823 -4.40757 0.53545
H -2.83847 -3.28863 1.88987
```

## Properties
Spin multiplicity: 1
LUMO level: -1.428 eV
E_HOMO: -8.37 eV


# C23H41F3N2O5

A 3-piece molecular cluster, C23H41F3N2O5 overall at a distorted geometry (ωB97M-V/def2-TZVPD, the OMol25 dataset).

```
74
C23H41F3N2O5 ωB97M-V/def2-TZVPD
O -6.65737 5.11397 -0.76378
C -6.81844 3.91445 -0.74893
O -8.02637 3.32445 -1.00136
O -5.79213 3.09268 -0.44533
C -5.93587 1.71428 -0.76740
C -5.75033 1.40255 -2.26927
C -5.20544 2.51439 -3.07565
F -6.12897 3.35606 -3.59317
C -3.92719 2.77231 -3.33183
F -2.97729 2.49614 -2.47084
F -3.53105 3.34499 -4.44253
H -8.02406 3.12104 -1.94409
H -5.14912 1.20685 -0.22788
H -6.85823 1.28719 -0.39961
H -5.06992 0.56466 -2.35362
H -6.67715 1.08202 -2.73097
C 1.99169 3.60378 0.39326
C 1.03940 2.39171 0.42447
C -0.25153 2.78445 -0.28771
C -1.05090 3.81746 0.50728
C -1.31053 3.35132 1.94057
C -0.09538 2.77869 2.67962
N 0.74737 1.90650 1.80735
O 0.17753 0.74933 1.72896
C 0.78108 3.89695 3.27689
C -0.59785 2.00538 3.89701
C 1.80954 1.32094 -0.34506
H 2.32335 3.76996 -0.63137
H 1.53877 4.54012 0.70662
H 2.87816 3.42678 1.00399
H -0.87387 1.90051 -0.45871
H -0.01843 3.18801 -1.27528
H -0.53714 4.78204 0.51434
H -2.00645 3.99766 0.01073
H -1.72644 4.17585 2.52250
H -2.09088 2.58474 1.90109
H 1.66193 3.46986 3.75854
H 0.22549 4.44739 4.03635
H 1.12011 4.63636 2.55668
H -1.34253 1.25731 3.63294
H -1.06460 2.69539 4.59924
H 0.22260 1.50292 4.41101
H 2.78201 1.13977 0.11616
H 1.98112 1.65215 -1.36873
H 1.28675 0.36772 -0.40412
C 4.09803 -5.92007 -0.54628
C 3.93253 -4.48736 -1.09098
C 4.51139 -3.51586 -0.06600
C 3.66224 -3.45563 1.20462
C 2.19483 -3.14980 0.89082
C 1.57875 -3.96684 -0.24989
N 2.51418 -4.14033 -1.40049
O 2.49703 -3.06345 -2.11485
C 1.11471 -5.35334 0.23907
C 0.28725 -3.27960 -0.68800
C 4.74372 -4.49407 -2.38354
H 5.15641 -6.18046 -0.54228
H 3.76332 -6.05294 0.47845
H 3.58081 -6.64523 -1.17611
H 4.58604 -2.51298 -0.49744
H 5.53033 -3.81606 0.18749
H 3.73840 -4.38997 1.76679
H 4.05536 -2.68235 1.86733
H 1.59993 -3.28361 1.79602
H 2.12917 -2.08604 0.64200
H 0.72070 -5.93567 -0.59524
H 0.31516 -5.24685 0.97244
H 1.88905 -5.94345 0.72140
H 0.44049 -2.23120 -0.93657
H -0.43846 -3.31763 0.12352
H -0.14803 -3.77655 -1.55636
H 4.37552 -5.26913 -3.05759
H 5.78936 -4.70804 -2.16315
H 4.71036 -3.54458 -2.91353
```

## Properties
Spin multiplicity: 3
LUMO level (alpha / beta): 0.357 / 0.252 eV
E_HOMO (alpha / beta): -8.46 / -9.31 eV


# C23H41F5OP2TeW

C23H41F5OP2TeW as an isolated structure at a distorted geometry (ωB97M-V/def2-TZVPD, the OMol25 dataset).

```
74
C23H41F5OP2TeW ωB97M-V/def2-TZVPD
W -0.73395 1.60685 0.74693
C -2.05948 0.57096 2.25916
C -2.83631 1.64631 1.68325
C -2.41890 0.07510 0.01871
C -1.89724 -0.44501 1.24855
C -3.05937 1.32296 0.30411
C -1.74639 0.44273 3.70457
H -1.65088 1.42879 4.16703
H -0.80433 -0.09121 3.85709
H -2.54945 -0.10285 4.23121
C -1.72534 -1.90224 1.48267
H -1.38894 -2.12841 2.50255
H -1.03008 -2.36461 0.76787
H -2.69407 -2.41500 1.34492
C -2.64177 -0.69575 -1.24530
H -3.56583 -1.30157 -1.21449
H -1.84772 -1.41791 -1.45479
H -2.72838 -0.05595 -2.13089
C -4.10040 1.93998 -0.56851
H -5.11259 1.58667 -0.30490
H -3.95118 1.66267 -1.61736
H -4.12149 3.03377 -0.50218
C -3.62834 2.64479 2.45900
H -4.58506 2.20486 2.79212
H -3.87640 3.51913 1.84747
H -3.09655 2.98812 3.34912
C 3.41093 -2.57486 0.52599
C 2.51664 -2.25766 1.46981
C 1.48508 -1.20470 1.49160
C 1.30375 -0.63316 0.08163
C 1.00352 -1.58903 -0.98658
C 1.87030 -1.61773 -2.06136
C 3.22937 -1.77059 -1.90659
C 3.92496 -1.67211 -0.58620
H 1.73656 -0.42230 2.24886
H 2.18245 -0.02223 -0.15098
H 0.55878 -1.66670 1.85592
H 4.03764 -0.63920 -0.17264
H 3.85491 -3.58178 0.46725
H 2.55226 -2.86093 2.38972
H 4.94633 -2.03616 -0.79280
H 0.11521 -3.34731 -1.37975
H 1.43509 -1.59349 -3.05917
H 3.84078 -2.09266 -2.75566
H 0.34420 0.12777 0.09386
H -0.06720 -1.72058 -1.17038
P 1.56737 2.61468 0.64953
C 3.41307 2.09833 0.53367
C 2.14302 4.40779 0.52097
P -0.31195 1.92732 -1.41435
C 1.39423 2.38922 -1.19000
C -1.22705 3.44610 -0.87246
C -0.44182 1.36891 -3.08703
H 3.59367 1.51000 -0.37322
H 3.86035 1.56679 1.37799
H 4.04826 2.98758 0.40341
H 3.05017 4.43580 -0.10464
H 2.42582 4.85524 1.48422
H 1.40989 5.03991 0.01651
H 0.41429 1.78634 -3.64921
H -1.36100 1.70729 -3.58784
H -0.37593 0.27222 -3.12806
H 2.05316 1.58574 -1.53906
H 1.64601 3.31678 -1.70483
H -2.07359 3.55183 -1.57772
H -0.62349 4.35614 -0.79231
H -1.65789 3.22886 0.17522
F 1.40940 -7.22527 -1.16690
Te 0.36783 -5.63255 -1.04819
F 1.03825 -5.26308 0.69018
F -1.22023 -6.39443 -0.34215
F 1.85163 -4.69900 -1.77298
F -0.26320 -5.85651 -2.81389
O -0.56136 -3.95979 -1.01727
```

## Properties
Total charge: +2
Spin multiplicity: 3
LUMO level (alpha / beta): -7.125 / -7.401 eV
E_HOMO (alpha / beta): -13.23 / -13.93 eV


# C23H41FN2NbO15

C23H41FN2NbO15 as an isolated structure at a distorted geometry (ωB97M-V/def2-TZVPD, the OMol25 dataset).

```
83
C23H41FN2NbO15 ωB97M-V/def2-TZVPD
C 0.33363 1.59601 -0.10078
C 1.85038 1.92418 -0.38031
C 2.40784 1.48239 -1.80032
F 2.45153 2.67165 -2.61925
Nb 1.42021 -0.33219 -2.78936
C 1.38252 0.67131 -4.87878
N 0.09412 0.28424 -5.52822
C -0.94645 1.31885 -5.40120
C 3.48956 -1.13192 -3.33790
C 3.65448 -2.70564 -3.36374
C 2.62099 -3.75016 -2.83985
N 4.77683 -3.18456 -3.83355
H 0.01599 2.23447 0.78329
H 0.11407 0.51970 0.09449
H -0.25284 1.98253 -0.97540
H 2.49006 1.56846 0.48277
H 1.93108 3.05581 -0.35222
H 3.49356 1.19372 -1.62407
H -0.26526 0.30176 -2.58989
H 1.39275 -1.27093 -1.22669
H 0.70077 -1.80575 -3.61734
H 1.40719 1.79846 -4.81487
H 2.27716 0.37217 -5.50559
H 0.20350 0.14390 -6.53643
H -0.56213 2.37985 -5.40446
H -1.61806 1.22826 -6.31006
H -1.61521 1.19375 -4.50929
H 3.81946 -0.76564 -4.35493
H 4.27346 -0.74191 -2.61427
H 3.06048 -4.77335 -3.05131
H 1.63610 -3.72341 -3.36368
H 2.55460 -3.65857 -1.72695
H 5.37574 -2.39798 -4.11573
C -4.01230 2.20966 0.07828
C -4.61436 2.02623 -1.28615
O -3.60553 1.30065 -1.98326
C -2.85568 0.65469 -1.05091
O -2.03522 -0.16847 -1.29880
O -3.16546 1.07095 0.20508
H -4.76242 2.22529 0.86765
H -3.40547 3.10961 0.14988
H -5.52986 1.42733 -1.26418
H -4.82373 2.97435 -1.78149
C 7.27288 -6.03875 -1.73713
C 6.67418 -6.22384 -3.09992
O 7.68200 -6.96402 -3.79066
C 8.42211 -7.60967 -2.85539
O 9.23903 -8.44334 -3.10033
O 8.11266 -7.18516 -1.60236
H 6.52070 -6.01262 -0.94970
H 7.88923 -5.13850 -1.66884
H 5.75506 -6.81502 -3.07680
H 6.47233 -5.27637 -3.59949
C -2.67199 -2.58107 0.98364
C -2.94173 -2.87966 2.42979
O -4.20448 -2.25714 2.65026
C -4.82538 -2.16371 1.44334
O -5.96472 -1.84391 1.29836
O -3.98324 -2.48194 0.43036
H -2.10148 -3.36877 0.49324
H -2.15584 -1.62848 0.84070
H -3.03583 -3.95156 2.62706
H -2.18199 -2.46401 3.09153
C -2.37682 1.16639 4.03995
C -1.90404 2.29005 4.91739
O -1.80098 3.38367 3.99878
C -2.63121 3.11740 2.96253
O -2.91126 3.89973 2.10427
O -3.10628 1.84842 3.02279
H -3.01608 0.46124 4.57130
H -1.55236 0.61741 3.57456
H -2.63312 2.55204 5.70828
H -0.94050 2.08014 5.38279
C -2.74020 6.22236 6.94255
C -3.78196 6.10945 8.01864
O -4.17294 4.74182 7.93609
C -3.14371 4.06245 7.37191
O -3.07490 2.87110 7.30643
O -2.20103 4.90486 6.88834
H -1.96582 6.94966 7.18322
H -3.16804 6.46924 5.96766
H -3.37761 6.30208 9.01601
H -4.63273 6.76828 7.84863
```

## Properties
Total charge: -1
Spin multiplicity: 1
LUMO level: 1.477 eV
E_HOMO: -3.97 eV


# C23H41N2P3PbS

C23H41N2P3PbS as an isolated structure at a distorted geometry (ωB97M-V/def2-TZVPD, the OMol25 dataset).

```
71
C23H41N2P3PbS ωB97M-V/def2-TZVPD
Pb 1.94830 -5.54493 -4.69925
P 1.88434 1.32408 0.97747
P -1.20399 0.65635 2.04831
P -1.37460 2.38172 -2.06234
H 1.39074 -6.44021 -6.98300
C 1.10530 -5.41977 -6.63334
C 2.09098 -4.38946 -6.58064
H 3.18528 -4.53337 -6.73802
C 3.14565 0.23525 1.75994
C 1.75401 2.63109 2.26235
C 3.02298 2.18350 -0.18660
C -2.60812 -0.49189 1.71530
C -0.73757 0.02862 3.72018
C -2.18249 2.13773 2.57906
C -1.38052 2.92590 -3.77145
C -0.87033 3.66931 -0.95471
C -2.77283 1.37784 -1.60097
H 0.06721 -5.08425 -6.48987
H 1.76829 -3.46846 -7.00858
H 3.27687 -0.65631 1.13484
H 2.82117 -0.09034 2.75393
H 4.09778 0.77889 1.83406
H 1.43475 2.20236 3.21888
H 1.00875 3.37054 1.94494
H 2.73197 3.11724 2.37361
H 3.31663 1.51968 -1.00856
H 3.91619 2.50304 0.37133
H 2.53002 3.06111 -0.62348
H -3.44258 -0.29742 2.40537
H -2.26545 -1.52658 1.83777
H -2.94894 -0.36978 0.67884
H -1.26939 0.59136 4.50251
H 0.34801 0.13714 3.84685
H -0.97380 -1.04018 3.79737
H -2.82321 1.86642 3.43068
H -2.80132 2.50911 1.75024
H -1.49153 2.93636 2.88061
H -2.30806 3.52162 -3.85163
H -1.39670 2.07169 -4.48226
H -0.49095 3.56103 -3.97098
H -1.61837 4.46805 -1.07866
H 0.12417 4.03359 -1.26108
H -0.84546 3.31760 0.08538
H -3.58221 1.66943 -2.28859
H -3.03335 1.59552 -0.55680
H -2.56200 0.30146 -1.70062
C 0.32977 -0.80093 -2.89107
C -0.94038 -0.93218 -3.48770
C -1.27867 -2.08067 -4.20213
C -0.34466 -3.10561 -4.32612
C 0.98910 -2.81798 -3.97092
C 1.34181 -1.70821 -3.24754
S 0.73067 0.28258 -1.60499
H -0.20028 1.23424 -2.07213
H -1.74206 -0.23760 -3.21943
H -2.25216 -2.12496 -4.67721
H -0.64726 -4.05251 -4.79365
H 1.81276 -3.18044 -4.60096
H 2.38018 -1.42323 -3.08514
N 2.89001 -2.08072 4.56655
C 2.09220 -2.52864 3.83045
C 1.10215 -3.07623 2.93972
C -0.08486 -3.63749 3.43610
C -1.00392 -4.16963 2.54136
C -0.69952 -4.10840 1.16931
N 0.40662 -3.53859 0.70992
C 1.31176 -3.04849 1.54388
H -0.25168 -3.64932 4.51633
H -1.93901 -4.61944 2.86997
H -1.38274 -4.54462 0.43289
H 2.22177 -2.61635 1.11192
```

## Properties
Total charge: +4
Spin multiplicity: 1
LUMO level (alpha / beta): -15.284 / -15.280 eV
E_HOMO (alpha / beta): -18.12 / -18.13 eV


# C23H42B3ClI2O9

A 3-piece molecular cluster, C23H42B3ClI2O9 overall at a distorted geometry (ωB97M-V/def2-TZVPD, the OMol25 dataset).

```
80
C23H42B3ClI2O9 ωB97M-V/def2-TZVPD
C -1.52838 -1.73444 0.75017
C -0.58214 -0.97566 -0.29450
C -0.52808 0.56732 -0.22788
C 0.41616 1.31081 -1.20024
C 1.32808 0.63056 -2.25512
C 2.30245 1.51545 -3.17705
B 3.15942 2.43642 -2.11891
O 2.89497 3.85353 -1.92700
B 2.78185 4.09707 -0.49486
Cl 1.27342 5.01101 0.05399
O 3.77472 3.61418 0.42170
B 4.06738 2.21567 0.07925
C 4.21281 1.19426 1.33742
I 2.32907 1.04012 2.46988
C 4.85537 -0.22894 0.98063
C 4.01374 -1.11254 -0.06036
I 6.99213 -0.04770 0.42958
O 4.23996 1.88121 -1.30684
C 1.22901 -0.93311 -2.34789
C 0.28697 -1.68462 -1.37362
H -2.34667 -2.29351 0.18914
H -1.91787 -1.01296 1.53972
H -0.85765 -2.49113 1.31209
H -1.14649 1.19405 0.50728
H 0.44386 2.45135 -1.13666
H 1.76118 2.13784 -3.96190
H 3.06389 0.77915 -3.64289
H 4.94991 1.70524 2.06887
H 4.87515 -0.82932 1.96796
H 3.44677 -0.51099 -0.84288
H 4.76057 -1.77130 -0.64384
H 3.30377 -1.81942 0.49286
H 1.85579 -1.51928 -3.10574
H 0.23507 -2.82960 -1.41276
C -4.97668 1.05924 -8.02965
O -3.79407 0.41356 -7.59839
C -2.63414 0.92407 -8.24841
C -1.39473 0.68069 -7.39577
O -1.26563 1.60332 -6.31276
C -2.15901 1.40790 -5.21307
C -1.81347 0.18570 -4.37059
O -2.29754 -1.00114 -4.99545
C -1.60572 -2.15341 -4.55661
H -5.13464 0.89571 -9.10211
H -5.81780 0.63713 -7.47927
H -4.92716 2.13224 -7.81524
H -2.74006 1.99799 -8.43841
H -2.53180 0.39642 -9.20423
H -0.51629 0.85036 -8.02560
H -1.33625 -0.35089 -7.04487
H -3.19762 1.39401 -5.54536
H -2.03900 2.29501 -4.58396
H -2.30246 0.26497 -3.39170
H -0.72927 0.13204 -4.23003
H -0.53852 -2.07101 -4.78840
H -2.00635 -3.01753 -5.09019
H -1.74738 -2.30099 -3.48177
C -2.76505 -1.29375 9.19909
O -1.49535 -1.27617 8.57500
C -1.06220 -2.57975 8.19850
C -0.05692 -2.49787 7.05625
O -0.66664 -2.26889 5.78434
C -1.15755 -0.94650 5.55431
C -0.04731 0.07608 5.34056
O 0.50128 0.47988 6.59093
C 1.80699 1.00899 6.45732
H -2.73009 -1.87969 10.12494
H -3.04288 -0.26738 9.43970
H -3.51966 -1.70585 8.52048
H -1.91475 -3.19495 7.88974
H -0.58615 -3.03579 9.07468
H 0.43264 -3.47244 6.97024
H 0.72871 -1.76724 7.25487
H -1.84895 -0.63942 6.33970
H -1.73762 -1.01206 4.62872
H -0.46058 0.97150 4.85829
H 0.72948 -0.35462 4.69994
H 2.48248 0.26064 6.02994
H 2.17207 1.27174 7.45178
H 1.79746 1.90743 5.83290
```

## Properties
Spin multiplicity: 1
LUMO level: -0.258 eV
E_HOMO: -8.75 eV